Entry 1:
Computed, not measured: a 2-piece molecular cluster, C2H8N4O2 overall in a non-equilibrium geometry, with wB97M-V/def2-TZVPD.

XYZ file:
```
16
Properties=species:S:1:pos:R:3:forces:R:3
C 1.299 -0.982 1.952 2.022 -0.351 -1.255
C -0.323 0.039 -0.474 -5.168 1.967 4.072
H 0.663 -0.769 2.955 2.001 -1.050 -2.187
H 2.527 -1.096 1.896 -3.161 -0.178 1.363
H 0.923 -1.878 1.251 0.342 1.918 1.903
H -0.379 1.478 0.928 1.700 0.318 0.005
H -0.417 -1.022 -2.036 1.736 0.094 2.164
H 1.870 0.038 -1.500 2.689 0.571 0.539
H -3.354 0.319 0.128 3.712 1.811 0.278
H -1.535 0.737 1.298 -3.943 -1.214 -2.930
N -0.147 0.475 0.992 3.007 -0.480 -3.843
N 0.352 -0.757 -1.295 -1.232 -2.956 -2.412
N -1.539 0.214 -0.798 -1.749 0.075 0.229
N -2.313 0.824 0.153 -1.369 -1.230 2.449
O 1.282 0.245 1.171 -1.583 -0.261 1.521
O 1.139 0.075 -2.066 0.995 0.965 -1.896
```
Forces are in eV/Å.

Computed properties:
maximum force: 6.9 eV/A
net charge: 0
E_tot: -450.1763 Eh
energy relative to the best compared isomer or geometry (same formula, charge and spin): 1074.4 kJ/mol
E_LUMO: 0.7 eV

***

Entry 2:
Computed, not measured: a single C2H8N4OS molecule in a non-equilibrium geometry, with wB97M-V/def2-TZVPD.

XYZ file:
```
16
Properties=species:S:1:pos:R:3:forces:R:3
C 1.336 -1.468 0.084 3.514 -0.820 -0.437
N 0.923 -0.234 -0.566 -1.019 1.477 1.094
N 1.988 0.756 -0.369 -2.053 0.412 3.362
C -0.403 0.305 -0.178 1.889 -1.142 0.549
N -0.519 1.550 -0.106 -0.939 1.570 -1.621
O -1.933 2.041 -0.051 4.827 4.401 2.087
N -1.341 -0.584 0.296 3.110 -3.182 0.681
S -2.765 -0.845 -0.460 -3.042 0.371 0.734
H 2.445 -1.579 -0.233 -1.713 0.218 0.142
H 1.553 -1.457 1.205 -1.323 -0.021 -1.048
H 0.912 -2.382 -0.389 -0.342 0.661 0.883
H 1.587 1.348 0.524 1.638 -1.317 -2.964
H 2.017 1.380 -1.156 -0.443 0.263 -0.257
H -1.422 3.079 0.218 -3.409 -4.373 -1.234
H -0.848 -1.513 0.533 -1.144 1.999 -0.394
H -3.530 -0.396 0.650 0.449 -0.516 -1.577
```
Forces are in eV/Å.

Computed properties:
maximum force: 6.9 eV/A
net charge: 0
SMILES string: CN(N)/C(=N/O)NS
E_tot: -773.2549 Eh
energy relative to the best compared isomer or geometry (same formula, charge and spin): 228.4 kJ/mol
E_LUMO: 0.6 eV

***

Entry 3:
Computed, not measured: a single C2H8N4S molecule in a non-equilibrium geometry, with wB97M-V/def2-TZVPD.

XYZ file:
```
15
Properties=species:S:1:pos:R:3:forces:R:3
C -0.145 1.894 -0.273 -1.391 -8.262 -2.094
N -0.030 0.632 0.729 1.455 2.929 2.639
C 0.164 -0.651 0.209 -0.587 -1.270 0.632
N -0.761 -1.483 -0.103 -1.109 2.028 -0.542
N -2.143 -1.038 -0.155 1.130 -5.799 -2.066
N 1.386 -1.353 0.187 1.921 0.425 0.024
S 2.923 -0.476 0.019 -2.301 -0.020 -1.964
H -0.383 2.656 0.263 -1.150 4.896 3.521
H -1.127 1.603 -0.870 2.321 0.692 0.725
H 0.734 2.010 -0.871 0.367 0.065 -0.381
H 0.447 0.861 1.842 -1.493 -1.028 -4.963
H -2.472 -0.483 0.571 -0.231 1.120 2.116
H -2.513 -2.089 -0.101 -0.147 3.563 -0.012
H 1.220 -2.336 -0.185 0.823 2.004 0.381
H 2.701 0.253 -1.262 0.394 -1.343 1.983
```
Forces are in eV/Å.

Computed properties:
maximum force: 8.6 eV/A
net charge: 0
SMILES string: CN/C(=N\N)NS
E_tot: -698.0575 Eh
energy relative to the best compared isomer or geometry (same formula, charge and spin): 291.8 kJ/mol
E_LUMO: 0.6 eV

***

Entry 4:
Computed, not measured: a single C2H8N4S molecule in a non-equilibrium geometry, with wB97M-V/def2-TZVPD.

XYZ file:
```
15
Properties=species:S:1:pos:R:3:forces:R:3
C -2.252 0.262 0.246 -0.171 0.096 0.752
N -1.034 0.618 0.957 0.761 -1.146 1.289
N -0.066 1.203 0.159 0.282 1.944 -0.058
C 0.987 0.509 -0.348 0.171 1.934 0.171
S 2.312 1.400 -0.918 -0.542 -0.987 0.327
N 0.855 -0.842 -0.244 1.489 -0.682 0.003
N 2.022 -1.629 -0.466 1.089 -0.055 -0.059
H -2.893 -0.292 0.958 0.108 0.520 -0.410
H -2.730 1.183 -0.126 0.024 -0.452 0.315
H -2.065 -0.380 -0.591 0.039 -0.508 -0.797
H -0.544 -0.198 1.419 -1.206 1.019 -0.586
H 0.114 2.220 0.380 -0.142 -1.790 -0.679
H 0.004 -1.271 -0.599 0.363 0.085 0.233
H 2.605 -1.161 -1.182 -0.684 -0.211 0.174
H 2.684 -1.623 0.355 -1.581 0.234 -0.675
```
Forces are in eV/Å.

Computed properties:
maximum force: 2.0 eV/A
net charge: 0
SMILES string: CNNC(=S)NN
E_tot: -698.1460 Eh
energy relative to the best compared isomer or geometry (same formula, charge and spin): 59.5 kJ/mol
E_LUMO: 0.7 eV

***

no.,gap between HOMO and LUMO (eV)
1,9.269
2,9.402
3,8.595
4,9.260